A molecular structure, C35H28MoN3O2S. Source: OMol25; level of theory: ωB97M-V with the def2-TZVPD basis set.

Output
- Charge: +1
- Multiplicity: 1
- ΔE to the lowest compared entry with this formula, charge and spin: 0.0 kJ/mol
- Calculated total energy: -58000.347 eV
- Frontier orbital gap: 0.245 Ha
- Lowest unoccupied orbital energy: -4.260 eV

Each line ends with the Mulliken charge.
Atoms and positions in Å:
Mo  0.4560  -0.8404  -0.4026  -0.485
C  -1.0248  1.2784  -4.0558  -1.269
C  -0.3720  0.4479  -3.1875  0.266
N  -0.4163  0.4991  -1.8813  0.364
C  -1.1987  1.5115  -1.3619  0.493
C  -1.8767  2.4840  -2.1896  0.653
C  -1.7416  2.3435  -3.6136  -0.877
C  -2.5975  3.5140  -1.5185  -0.769
C  -2.7237  3.4511  -0.1426  -1.492
C  -2.1775  2.3983  0.6026  -0.158
C  -1.4279  1.4342  -0.0093  0.220
N  -0.9562  0.2648  0.5493  0.830
C  -1.6265  -0.2674  1.6639  0.402
C  -2.8320  0.0413  2.2398  -0.929
C  -3.3873  -0.6492  3.4036  -1.189
C  -2.6752  -1.6607  3.9871  -0.840
C  -1.3715  -2.0254  3.4717  0.484
C  -0.5349  -2.9559  4.0149  -0.466
C  0.7561  -3.1473  3.4843  -1.269
C  1.0871  -2.5208  2.3220  -0.888
N  0.2910  -1.6483  1.6969  0.663
C  -0.8986  -1.3584  2.2936  0.535
H  -0.7813  1.1883  -5.1193  0.427
H  0.3059  -0.2785  -3.5728  0.525
H  -2.2051  3.0480  -4.2498  0.560
H  -3.0031  4.3307  -2.1133  0.429
H  -3.2057  4.2226  0.4143  0.414
H  -2.2523  2.4480  1.6856  0.735
H  -3.4230  0.8328  1.7876  0.798
H  -4.4210  -0.4395  3.6323  0.408
H  -3.1253  -2.2792  4.7404  0.419
H  -0.8754  -3.5006  4.8910  0.462
H  1.4275  -3.8592  3.8936  0.475
H  1.9910  -2.7182  1.7697  0.682
O  1.9629  -1.6730  -4.0922  -0.635
C  1.4496  -2.1572  -3.0952  0.260
O  1.5171  -1.4415  -1.9757  -0.361
C  0.8788  -3.5276  -3.0082  -0.043
C  1.0749  -4.3649  -4.1305  -0.711
C  0.3526  -5.5386  -4.2340  -0.425
C  -0.4585  -5.9927  -3.1478  -0.443
C  -0.5662  -5.2053  -1.9981  -1.067
C  0.0815  -3.9694  -1.9817  1.287
S  -0.1588  -3.0722  -0.4537  -0.233
H  1.7134  -4.0911  -4.9831  0.405
H  0.4916  -6.1887  -5.1605  0.300
H  -0.9293  -6.9966  -3.1870  0.349
H  -1.1983  -5.5367  -1.2277  0.509
C  2.1009  0.7426  2.5415  -2.895
C  2.2781  1.2884  1.1360  3.224
C  3.7597  1.6075  0.9394  -2.086
C  1.9807  0.1749  0.1194  -0.403
C  1.4923  2.5289  0.9087  -0.328
C  1.2648  3.0030  -0.3671  0.411
C  0.8112  4.3125  -0.5320  -0.728
C  0.3843  5.0571  0.5370  -0.476
C  0.4129  4.5108  1.8123  -1.191
C  1.0270  3.2889  2.0035  -0.257
H  2.5288  -0.2011  2.7038  0.572
H  1.0843  0.5776  2.8270  0.604
H  2.6223  1.3763  3.2860  0.559
H  4.4326  0.8197  1.0799  0.567
H  3.9642  2.4594  1.6481  0.395
H  3.8750  1.8944  -0.0620  0.531
H  2.8629  -0.4807  -0.1194  0.458
H  1.5482  2.4554  -1.2552  0.577
H  0.7959  4.6694  -1.6021  0.355
H  0.0288  6.0634  0.2901  0.416
H  0.0750  5.0753  2.6214  0.586
H  1.2753  2.9422  3.0328  0.300